331
Properties=species:S:1:pos:R:3:forces:R:3 method="wB97M-V/def2-TZVPD" orbital_gap_ev=9.41 total_energy_ev=-145550.5108 multiplicity=1 e_homo_ev=-8.85 max_force_ev_per_a=3.42
C -31.382 -5.252 13.609 0.6 1.4 -0.9
C -32.567 -4.860 12.765 -0.5 0.2 -1.3
C -32.203 -3.727 11.776 0.0 -1.3 1.6
O -33.354 -3.296 11.120 0.1 0.1 -0.5
C -32.973 -2.560 9.973 0.6 -0.1 -0.1
N -32.918 -6.000 11.945 -1.0 -0.6 -1.2
H -30.480 -5.362 12.979 -0.4 0.0 0.1
H -31.548 -6.183 14.088 -0.2 -0.7 0.8
H -31.199 -4.422 14.285 0.2 -0.3 0.5
H -33.430 -4.499 13.357 0.5 -0.1 0.2
H -31.480 -4.114 11.060 0.2 -0.1 0.0
H -31.758 -2.954 12.393 0.2 0.8 -0.1
H -33.861 -2.045 9.681 -0.5 0.5 -0.6
H -32.621 -3.215 9.114 -0.2 0.6 1.1
H -32.193 -1.806 10.263 -0.4 -0.5 -0.5
H -33.059 -6.849 12.468 0.0 -0.1 0.3
H -33.767 -5.861 11.369 0.8 0.1 0.6
C -39.347 0.073 12.451 -0.5 0.3 0.2
C -38.513 -0.969 11.782 0.0 0.0 -1.3
C -39.174 -1.490 10.494 1.5 1.1 1.2
O -40.310 -2.184 10.852 -0.2 0.6 0.7
C -40.994 -2.607 9.752 -0.3 -0.5 -1.9
N -37.166 -0.489 11.462 0.5 -1.2 1.0
H -39.608 0.851 11.720 0.3 0.3 0.5
H -38.828 0.411 13.365 -0.4 0.4 -0.6
H -40.303 -0.359 12.748 0.0 -0.1 0.1
H -38.490 -1.789 12.480 0.7 -0.6 0.2
H -38.463 -2.136 9.996 0.3 -0.5 -0.3
H -39.254 -0.585 9.851 -0.9 -0.4 0.0
H -41.860 -3.174 10.046 -0.2 -0.4 0.1
H -40.330 -3.167 9.064 -0.3 -0.3 0.4
H -41.337 -1.790 9.122 -0.3 0.6 0.0
H -36.601 -1.316 11.269 0.1 0.3 0.0
H -37.059 0.105 10.660 -0.4 0.5 -0.3
C -25.757 -1.337 6.016 1.0 1.2 0.4
C -27.068 -0.605 6.112 -0.5 -0.7 -0.8
C -27.688 -0.678 7.497 0.0 -0.3 -0.6
O -27.941 -2.007 7.925 -0.5 0.5 -0.5
C -28.738 -2.044 9.113 1.0 1.3 -0.8
N -26.976 0.796 5.731 0.4 0.4 0.2
H -25.113 -0.977 5.210 -0.2 0.1 0.0
H -25.873 -2.379 5.912 -0.4 -1.3 -0.3
H -25.216 -1.212 6.943 0.5 0.3 0.3
H -27.702 -1.124 5.369 -0.5 0.0 0.6
H -28.573 -0.069 7.355 -0.9 -0.1 0.6
H -27.066 -0.165 8.224 0.4 0.2 0.2
H -29.547 -1.308 9.062 -0.1 0.0 0.0
H -28.080 -1.778 9.944 -0.3 -0.4 0.4
H -29.164 -3.014 9.154 -0.2 -1.0 0.5
H -26.845 0.827 4.738 0.4 0.1 -0.5
H -27.812 1.362 5.889 0.1 -0.4 0.3
C -38.009 5.145 17.074 -2.4 0.6 0.8
C -38.313 3.767 16.529 0.5 -0.3 1.8
C -37.120 3.335 15.776 -0.4 0.3 -1.2
O -37.490 2.152 15.149 0.0 -1.0 -0.2
C -36.433 1.530 14.458 0.6 1.0 0.9
N -38.441 2.832 17.694 -0.5 -0.2 -0.7
H -37.701 5.782 16.289 0.9 0.7 -0.8
H -37.338 5.150 17.918 0.5 -0.2 0.1
H -38.940 5.668 17.419 0.5 -0.6 0.0
H -39.146 3.782 15.835 -0.4 0.0 0.0
H -36.294 3.216 16.459 0.6 -0.1 0.2
H -36.907 4.097 15.006 0.4 -0.1 0.1
H -35.704 1.078 15.188 -0.6 0.0 -0.7
H -35.887 2.330 13.923 0.0 -0.5 -0.2
H -36.898 0.849 13.769 0.4 -0.6 -0.3
H -39.068 3.268 18.336 -0.4 0.2 0.7
H -38.862 1.910 17.500 0.4 0.8 -0.4
C -29.702 3.910 3.888 1.1 1.1 -0.1
C -30.419 2.848 4.668 0.5 -0.8 -1.4
C -30.232 3.119 6.126 -2.0 0.4 -0.2
O -28.932 2.867 6.519 1.0 -0.6 1.1
C -28.748 3.064 7.942 -1.5 0.9 -0.5
N -31.827 2.771 4.227 0.1 0.8 0.7
H -28.637 4.001 4.238 -0.9 -0.2 -0.4
H -30.146 4.914 4.002 -0.1 -0.3 0.2
H -29.729 3.704 2.830 0.2 -0.2 -0.4
H -29.875 1.918 4.428 -0.6 -0.1 0.1
H -31.047 2.489 6.577 0.9 0.6 0.7
H -30.468 4.208 6.178 -0.1 -0.4 0.9
H -29.142 4.082 8.142 0.9 -0.2 0.2
H -27.728 2.860 8.300 -0.3 0.2 -0.6
H -29.480 2.471 8.487 0.1 -0.6 0.1
H -32.287 1.874 4.364 0.3 0.2 0.2
H -32.361 3.496 4.745 0.1 -0.7 -0.6
C -23.016 -1.404 9.705 -0.6 0.1 0.5
C -24.377 -1.950 10.088 -0.4 -1.3 0.0
C -24.873 -3.262 9.407 -0.5 1.9 1.4
O -24.204 -4.373 9.961 -0.4 0.3 -0.8
C -24.958 -5.502 9.621 -0.6 -0.9 0.1
N -24.580 -2.148 11.549 0.4 1.2 -0.3
H -22.953 -1.158 8.650 0.0 -0.2 -0.3
H -22.277 -2.174 9.963 0.3 0.7 0.1
H -22.966 -0.425 10.227 0.8 -0.7 0.0
H -25.133 -1.244 9.823 -0.5 0.7 -0.5
H -24.797 -3.216 8.288 -0.3 -0.2 0.9
H -25.931 -3.234 9.832 0.7 -0.6 -1.2
H -24.361 -6.357 9.948 -0.4 -0.1 -0.2
H -25.203 -5.581 8.534 0.5 0.1 0.5
H -25.967 -5.496 10.117 0.8 0.0 -0.1
H -24.090 -1.384 12.037 -0.4 -0.4 -0.1
H -24.118 -2.987 11.834 0.4 -0.7 0.1
C -31.038 7.218 8.736 -0.9 0.5 -1.3
C -31.847 6.294 9.621 -0.5 0.1 0.3
C -33.119 5.826 8.906 -0.4 -1.0 0.4
O -33.953 6.873 8.547 2.5 1.7 0.7
C -35.095 6.442 7.987 -2.3 0.2 -0.4
N -31.085 5.122 9.997 -1.1 -1.3 1.0
H -30.248 7.798 9.202 0.1 -0.2 0.4
H -31.762 7.934 8.299 0.4 -0.1 0.3
H -30.635 6.701 7.853 0.1 -0.2 0.3
H -32.211 6.906 10.471 0.2 -0.2 0.0
H -33.774 5.172 9.543 1.0 0.0 0.0
H -32.899 5.245 8.008 0.4 -0.2 -0.1
H -34.926 5.763 7.118 -0.3 0.2 0.6
H -35.572 7.384 7.675 -0.4 -0.6 -0.3
H -35.731 6.015 8.813 0.1 -0.3 -1.0
H -31.421 4.598 10.840 -0.1 0.6 -1.2
H -30.150 5.336 10.234 1.2 0.7 0.1
C -27.492 -0.354 13.025 0.1 -0.2 -0.1
C -27.948 -1.664 13.706 1.3 0.9 -0.4
C -29.429 -1.712 13.839 -0.2 0.5 0.3
O -29.979 -0.846 14.818 2.0 -0.2 0.6
C -31.274 -1.235 15.028 -2.2 -1.3 -2.3
N -27.607 -2.829 12.860 -0.3 1.1 0.4
H -26.468 -0.008 13.188 0.0 -0.5 0.4
H -28.136 0.471 13.308 -0.3 0.1 0.0
H -27.536 -0.490 11.959 -0.4 -0.1 -0.6
H -27.469 -1.638 14.696 -0.2 -0.5 0.1
H -29.694 -2.732 14.101 -0.3 -0.3 -0.2
H -29.857 -1.408 12.891 -0.3 -0.4 -0.6
H -31.873 -0.847 14.164 0.1 -0.3 0.5
H -31.732 -0.816 15.897 0.1 0.1 0.9
H -31.409 -2.379 14.924 0.1 1.6 0.8
H -27.804 -3.675 13.375 0.5 -0.2 -0.1
H -26.660 -2.735 12.508 0.1 -0.4 0.1
C -34.416 -1.070 13.423 0.9 0.1 -1.0
C -35.081 -2.292 14.015 0.9 0.3 0.9
O -34.206 -2.746 15.069 -0.5 -0.2 0.0
C -34.847 -3.441 16.134 0.3 -0.1 0.1
C -33.746 -4.105 16.963 0.7 -0.7 -0.3
H -34.125 -0.313 14.180 -0.3 -0.6 -0.2
H -33.491 -1.385 12.875 -0.7 0.3 0.4
H -35.083 -0.587 12.701 0.1 -0.1 0.1
H -36.011 -1.953 14.458 -0.5 -0.3 0.0
H -35.209 -3.118 13.292 -0.2 0.5 0.1
H -35.449 -2.743 16.744 0.2 -0.1 -0.2
H -35.548 -4.228 15.764 0.4 0.4 0.0
H -33.187 -4.824 16.305 -0.5 0.6 0.5
H -34.168 -4.677 17.791 -0.1 0.0 -0.1
H -32.967 -3.450 17.411 -0.8 0.1 -0.5
C -30.768 10.473 13.194 -0.8 1.0 -1.3
C -31.653 10.872 14.362 -0.6 1.0 -0.4
O -33.006 11.091 13.910 1.2 -0.4 0.1
C -33.999 11.290 14.891 -0.8 0.1 -1.0
C -35.334 11.182 14.121 -0.6 -0.4 1.7
H -29.765 10.242 13.503 0.3 -0.6 0.3
H -31.251 9.706 12.579 0.3 -0.4 0.5
H -30.632 11.276 12.427 -0.3 -0.1 0.9
H -31.617 10.168 15.170 -0.2 -1.0 0.3
H -31.290 11.777 14.839 0.2 0.6 -0.1
H -33.987 10.521 15.670 0.2 -0.2 0.0
H -33.921 12.256 15.409 0.2 0.1 -0.2
H -36.139 11.309 14.882 0.3 -0.1 -0.5
H -35.453 10.174 13.713 0.1 0.1 0.0
H -35.527 11.900 13.335 0.5 0.3 -0.1
C -34.328 5.791 3.404 -0.9 -0.7 -0.7
C -35.258 4.681 3.892 -0.2 -0.9 0.1
O -34.749 4.149 5.125 0.1 1.6 0.2
C -35.218 2.862 5.449 0.5 0.6 -0.3
C -34.725 2.482 6.840 -0.5 -0.2 -0.6
H -34.223 6.554 4.141 0.3 0.4 0.8
H -33.379 5.352 3.135 0.4 0.0 0.1
H -34.721 6.310 2.520 -0.1 -0.4 0.1
H -36.330 4.972 3.956 0.5 0.3 0.5
H -35.303 3.797 3.242 0.3 0.4 -0.6
H -36.288 2.852 5.321 -0.8 -0.2 0.4
H -34.840 2.241 4.648 0.3 -0.9 0.0
H -33.649 2.624 6.926 0.1 0.1 -0.1
H -34.945 1.421 6.991 0.0 0.1 0.2
H -35.220 3.063 7.622 0.0 -0.1 -0.1
C -32.847 6.780 19.854 -0.3 0.7 -0.6
C -31.420 6.598 19.291 -0.5 -1.3 0.6
O -31.358 6.748 17.893 0.8 -0.1 -0.4
C -30.096 6.249 17.333 -1.5 -0.2 -0.1
C -30.262 6.177 15.813 -0.1 1.0 1.1
H -33.588 6.098 19.415 0.5 -0.1 0.2
H -32.827 6.642 20.948 0.0 0.1 -0.4
H -33.274 7.785 19.614 0.6 -0.5 0.4
H -30.753 7.287 19.817 0.2 0.0 -0.1
H -31.109 5.537 19.539 -0.1 0.9 0.0
H -29.304 6.940 17.613 0.3 -0.1 0.2
H -29.932 5.233 17.705 0.1 0.1 0.3
H -29.499 5.559 15.353 0.3 0.2 -0.1
H -30.230 7.237 15.508 -0.1 -0.6 -0.7
H -31.227 5.730 15.602 0.0 0.0 -0.1
C -25.372 1.329 10.484 0.0 -0.9 0.0
C -25.251 2.796 10.563 -0.3 0.9 0.0
O -23.885 3.111 10.356 -0.3 0.7 -0.4
C -23.684 4.498 10.101 0.7 0.4 0.2
C -22.210 4.718 9.690 -0.2 -0.9 0.2
H -24.618 0.912 11.173 -0.2 -0.2 -0.5
H -26.351 0.930 10.791 0.2 0.3 -0.2
H -25.193 1.098 9.430 0.2 -0.6 0.3
H -25.876 3.263 9.778 0.2 0.1 0.3
H -25.591 3.146 11.543 0.0 0.4 0.0
H -24.342 4.911 9.309 0.1 -0.6 0.1
H -23.943 5.086 11.008 0.2 -0.2 -0.2
H -22.013 4.187 8.747 -0.1 0.2 0.2
H -21.505 4.286 10.436 -0.6 0.4 -0.3
H -21.993 5.771 9.527 0.0 0.1 0.1
C -34.483 7.231 16.716 -0.9 -0.8 -0.5
C -33.887 7.130 15.347 2.0 0.8 1.2
O -34.798 6.757 14.399 -0.9 -0.6 -0.6
C -34.260 6.869 13.098 -0.4 1.4 0.3
C -35.221 6.250 12.122 0.1 -0.7 0.7
H -35.271 7.961 16.682 -0.7 0.3 0.0
H -34.933 6.236 16.897 0.2 0.5 0.7
H -33.771 7.585 17.451 0.2 -0.5 0.0
H -33.495 8.134 15.121 0.3 -0.1 -0.3
H -33.027 6.416 15.409 -0.5 0.5 -0.3
H -34.170 7.965 12.841 0.1 -0.8 0.2
H -33.239 6.457 13.089 -0.2 -0.2 -0.2
H -36.218 6.686 12.203 0.2 0.4 -0.2
H -35.384 5.180 12.362 0.4 0.4 -0.5
H -34.752 6.437 11.167 -0.4 -0.4 -0.7
C -30.254 1.314 11.049 -0.2 0.2 1.8
C -31.002 1.728 12.345 -0.7 0.3 -0.8
O -31.274 3.138 12.310 -0.2 -0.9 -0.1
C -31.844 3.660 13.503 0.5 0.5 -0.1
C -33.313 3.423 13.754 -1.6 -0.2 -0.4
H -29.436 2.034 10.933 -0.2 -0.2 -0.4
H -29.826 0.350 11.285 0.3 -0.4 -0.1
H -30.874 1.176 10.176 -0.2 0.4 -0.2
H -31.965 1.180 12.481 0.6 0.1 -0.1
H -30.367 1.533 13.206 0.2 -0.2 0.2
H -31.217 3.435 14.366 -0.1 -0.3 0.1
H -31.724 4.717 13.315 0.0 0.6 0.3
H -33.667 2.365 13.862 0.7 0.7 -0.1
H -33.909 3.873 12.923 0.5 -0.5 0.4
H -33.683 3.975 14.645 0.5 -0.4 -0.4
C -25.688 4.619 15.937 -2.3 0.2 0.9
C -26.686 5.277 16.974 1.7 0.7 -1.3
O -26.039 5.251 18.237 0.4 -0.6 -1.6
C -26.795 5.932 19.141 0.1 1.1 2.2
C -26.071 5.903 20.497 0.7 0.6 0.1
H -26.226 4.425 15.011 0.1 0.2 -0.2
H -24.842 5.251 15.769 0.4 0.4 -0.1
H -25.374 3.662 16.296 0.3 -0.6 0.4
H -26.833 6.351 16.619 0.0 -1.0 0.6
H -27.682 4.838 17.083 0.1 -0.3 -0.4
H -26.934 6.972 18.815 0.0 0.1 0.0
H -27.781 5.500 19.225 -0.6 -0.3 0.1
H -26.023 4.906 20.926 -0.2 -0.2 -0.1
H -26.491 6.570 21.276 -0.1 -0.3 -0.6
H -25.011 6.220 20.356 -0.7 -0.1 0.0
C -34.086 -4.356 5.787 -0.5 1.1 0.6
C -32.670 -3.788 5.963 -0.8 -1.0 0.6
O -32.839 -2.462 6.422 0.5 -0.6 0.2
C -31.594 -1.915 6.769 0.4 0.9 -0.6
C -31.813 -0.465 7.123 -0.7 0.2 1.4
H -34.622 -4.474 6.765 0.7 0.1 -0.6
H -34.685 -3.597 5.242 0.3 -0.6 0.0
H -34.118 -5.315 5.301 0.1 -0.3 -0.4
H -32.115 -4.460 6.681 -0.3 0.9 -0.3
H -32.075 -3.759 5.049 -0.1 -0.2 -0.3
H -31.147 -2.435 7.618 0.0 -0.2 0.1
H -30.874 -1.985 5.936 -0.1 -0.2 0.0
H -30.913 -0.056 7.628 -0.6 -0.1 -0.3
H -32.687 -0.479 7.833 0.9 0.3 -0.3
H -32.125 0.204 6.317 0.3 -0.3 -0.2
C -33.028 3.955 17.418 -0.7 -0.6 -0.2
C -32.222 2.686 17.304 0.0 -0.5 -1.3
O -30.999 3.024 16.649 0.7 -0.2 0.2
C -30.272 1.889 16.198 1.0 -0.4 -0.1
C -28.863 2.264 15.665 -1.0 0.3 0.3
H -34.075 3.706 17.644 0.3 0.2 0.2
H -32.631 4.676 18.111 0.1 0.0 0.3
H -33.024 4.425 16.448 -0.1 0.3 -0.3
H -31.971 2.277 18.281 -0.2 -0.4 0.1
H -32.760 1.922 16.635 0.5 0.8 1.1
H -30.176 1.088 16.952 -0.2 0.4 0.1
H -30.786 1.452 15.350 -0.4 -0.2 -0.2
H -28.200 2.651 16.453 -0.2 -0.1 -0.2
H -29.083 3.060 14.940 0.6 -0.1 0.0
H -28.394 1.399 15.156 -0.4 0.5 0.4
C -26.140 7.182 9.260 -0.3 1.2 0.6
C -27.419 6.373 9.319 1.3 -1.0 0.2
O -28.089 6.292 10.575 -0.1 0.8 -0.5
C -27.470 5.416 11.497 0.4 0.2 -0.6
C -28.191 5.454 12.819 0.4 -0.9 0.5
H -25.397 6.901 9.998 0.1 -0.1 0.1
H -25.705 7.110 8.271 0.1 -0.3 -0.3
H -26.371 8.242 9.395 0.1 0.0 0.2
H -28.074 6.821 8.598 -0.8 -0.2 -0.2
H -27.069 5.371 8.988 -0.9 0.0 0.1
H -27.498 4.440 11.018 0.1 -0.5 0.3
H -26.406 5.709 11.608 -0.3 -0.3 0.2
H -29.263 5.351 12.730 -0.4 0.5 -0.4
H -27.900 6.343 13.383 -0.3 -0.1 0.1
H -27.953 4.539 13.398 0.4 0.5 -0.1
C -37.758 3.378 11.174 -1.3 -0.1 1.3
C -37.123 3.060 9.872 1.4 0.6 -0.7
O -36.068 2.114 9.963 -0.2 0.0 -0.7
C -34.921 2.661 10.568 0.3 -0.2 0.3
C -33.686 1.922 10.121 0.2 -1.7 -0.2
H -37.963 2.458 11.754 0.3 0.3 -0.3
H -37.194 4.056 11.820 0.1 -0.1 -0.2
H -38.758 3.827 11.029 0.4 0.0 -0.1
H -37.808 2.624 9.189 -0.9 -0.4 -0.6
H -36.718 3.975 9.362 -0.3 -0.4 0.4
H -34.772 3.708 10.274 -0.5 0.0 0.3
H -35.108 2.541 11.638 0.5 0.5 0.2
H -33.533 0.987 10.675 -0.2 0.1 0.3
H -32.745 2.451 10.208 -0.1 0.6 0.0
H -33.790 1.547 9.094 -0.1 0.5 0.1
C -23.061 2.511 13.910 -0.1 0.6 0.3
C -24.324 1.667 13.930 0.1 1.0 -0.2
O -24.014 0.283 13.901 -0.4 0.3 0.5
C -24.478 -0.326 15.095 1.2 -0.5 0.3
C -24.125 -1.816 15.049 -0.1 0.8 1.1
H -23.194 3.581 13.762 -0.7 0.1 -0.3
H -22.599 2.513 14.884 0.4 -0.5 0.4
H -22.358 2.227 13.160 0.5 -0.6 -0.5
H -24.858 1.971 14.855 -0.1 -0.5 -0.5
H -24.965 1.877 13.067 0.0 0.1 0.2
H -24.082 0.266 15.956 0.0 -0.8 -0.3
H -25.546 -0.300 15.181 -0.9 0.4 -0.1
H -23.027 -1.999 15.052 -0.9 0.0 -0.2
H -24.674 -2.211 14.197 0.4 -0.3 -0.2
H -24.614 -2.244 15.945 0.6 -0.1 -0.3